{
  "formula": "C12H21AsCl2N3O2OsS",
  "method": "ωB97M-V with the def2-TZVPD basis set",
  "symbols": ["Os", "O", "C", "O", "C", "C", "C", "C", "C", "N", "H", "H", "H", "H", "Cl", "C", "Cl", "H", "H", "C", "As", "C", "C", "H", "H", "H", "H", "H", "H", "H", "H", "H", "C", "N", "C", "N", "S", "H", "H", "H", "H", "H", "H"],
  "coordinates": [[-0.174, 1.092, -0.293], [-4.022, 1.851, -1.264], [-2.904, 1.467, -1.167], [-2.029, 1.725, -0.203], [-2.269, 0.551, -2.219], [-2.976, 0.123, -3.316], [-2.349, -0.742, -4.208], [-1.040, -1.141, -3.954], [-0.385, -0.656, -2.843], [-0.987, 0.184, -1.974], [-3.990, 0.472, -3.464], [-2.869, -1.100, -5.088], [-0.527, -1.816, -4.625], [0.636, -0.941, -2.635], [2.938, 3.369, 2.047], [1.276, 3.908, 2.105], [0.082, 2.700, 1.461], [1.151, 4.814, 1.521], [0.975, 4.061, 3.137], [2.951, -0.760, -1.775], [2.223, 0.651, -0.645], [3.296, 2.125, -1.319], [2.947, 0.091, 1.081], [4.019, -0.784, -1.554], [2.829, -0.525, -2.830], [2.529, -1.739, -1.551], [4.333, 1.919, -1.055], [3.002, 3.094, -0.932], [3.204, 2.133, -2.405], [4.013, 0.314, 1.105], [2.817, -0.990, 1.152], [2.458, 0.577, 1.920], [-2.310, -3.531, 4.001], [-1.553, -3.018, 2.865], [-1.477, -1.753, 2.522], [-2.062, -0.792, 3.210], [-0.538, -1.400, 1.080], [-2.322, -4.615, 3.955], [-3.341, -3.168, 3.978], [-1.850, -3.230, 4.947], [-1.039, -3.692, 2.311], [-2.595, -0.988, 4.050], [-2.070, 0.157, 2.873]],
  "e_lumo_ev": [-10.9, -13.3],
  "e_above_lowest_kj_mol": 71.4,
  "orbital_gap_ev": [8.163, 5.526],
  "total_charge": 3,
  "s2": 6.03,
  "multiplicity": 5,
  "energy_ha": -4428.51710
}

***

{
  "formula": "C12H21Br2ClN3O4Pd",
  "method": "ωB97M-V with the def2-TZVPD basis set",
  "symbols": ["Pd", "Br", "Br", "Cl", "O", "O", "O", "O", "C", "C", "C", "C", "N", "H", "H", "H", "H", "H", "H", "H", "C", "C", "C", "C", "N", "H", "H", "H", "H", "H", "H", "H", "C", "C", "C", "C", "N", "H", "H", "H", "H", "H", "H", "H"],
  "coordinates": [[-9.274, 12.986, -18.446], [-6.958, 11.808, -18.315], [-10.934, 10.996, -17.733], [-8.425, 15.570, -15.685], [-7.084, 16.058, -15.877], [-9.359, 16.676, -15.834], [-8.732, 14.599, -16.721], [-8.575, 14.976, -14.391], [-11.896, 10.323, -23.116], [-10.791, 9.404, -22.597], [-9.455, 10.131, -22.329], [-9.591, 11.219, -21.358], [-9.699, 12.071, -20.616], [-12.325, 11.040, -22.426], [-12.677, 9.725, -23.598], [-11.485, 10.856, -23.986], [-10.566, 8.725, -23.426], [-11.037, 8.809, -21.721], [-8.992, 10.601, -23.201], [-8.736, 9.412, -21.932], [-13.041, 17.714, -20.147], [-11.744, 17.821, -19.329], [-11.692, 16.965, -18.061], [-11.395, 15.568, -18.299], [-11.097, 14.482, -18.479], [-13.808, 18.334, -19.689], [-13.384, 16.681, -20.232], [-12.838, 18.022, -21.173], [-11.560, 18.845, -18.991], [-10.878, 17.575, -19.950], [-12.656, 17.000, -17.535], [-10.975, 17.350, -17.331], [-6.899, 18.151, -18.614], [-7.443, 18.181, -20.039], [-7.275, 16.832, -20.744], [-7.872, 15.717, -20.045], [-8.315, 14.791, -19.532], [-5.886, 17.748, -18.544], [-7.507, 17.482, -18.006], [-6.938, 19.130, -18.139], [-6.951, 18.950, -20.633], [-8.502, 18.425, -19.944], [-6.198, 16.653, -20.799], [-7.662, 16.915, -21.759]],
  "e_lumo_ev": [2.4, 2.2],
  "e_above_lowest_kj_mol": 31.0,
  "orbital_gap_ev": [7.266, 7.389],
  "total_charge": -1,
  "s2": 2.01,
  "multiplicity": 3,
  "energy_ha": -6671.00230
}

***

{
  "formula": "C12H21BrLiO7S",
  "method": "ωB97M-V with the def2-TZVPD basis set",
  "symbols": ["C", "C", "O", "C", "C", "C", "C", "C", "Br", "O", "S", "O", "O", "O", "C", "C", "C", "C", "C", "O", "O", "H", "H", "H", "H", "H", "H", "H", "H", "H", "H", "H", "H", "H", "H", "H", "H", "H", "H", "H", "H", "H", "Li"],
  "coordinates": [[0.465, 0.632, 4.090], [-0.242, 1.236, 2.881], [-1.440, 1.849, 3.356], [-0.593, 0.135, 1.866], [0.258, 0.146, 0.589], [0.081, 1.360, -0.310], [-1.331, 1.647, -0.835], [-1.329, 2.195, -2.264], [-2.265, 2.957, 0.271], [1.670, 0.186, 1.068], [2.185, -1.293, 1.401], [2.308, -1.454, 2.811], [3.271, -1.588, 0.543], [0.865, -2.056, 0.940], [0.305, -1.217, -0.111], [-0.879, -1.823, -0.832], [-0.862, -1.493, -2.328], [0.139, -2.371, -3.108], [1.066, -1.647, -4.062], [1.344, -2.048, -5.139], [1.678, -0.517, -3.544], [1.420, 0.169, 3.835], [0.652, 1.457, 4.804], [-0.188, -0.077, 4.601], [0.403, 1.998, 2.435], [-1.367, 2.804, 3.278], [-1.656, 0.228, 1.634], [-0.448, -0.832, 2.350], [0.726, 1.207, -1.183], [0.481, 2.242, 0.194], [-1.954, 0.753, -0.800], [-2.302, 2.063, -2.734], [-0.578, 1.684, -2.873], [-1.073, 3.255, -2.270], [1.122, -1.124, -0.842], [-0.765, -2.908, -0.742], [-1.834, -1.584, -0.358], [-0.625, -0.439, -2.482], [-1.861, -1.646, -2.736], [-0.382, -3.127, -3.695], [0.794, -2.899, -2.405], [1.065, 0.225, -3.512], [1.676, 1.717, 6.218]],
  "e_lumo_ev": -5.0,
  "orbital_gap_ev": 7.585,
  "total_charge": 1,
  "energy_ha": -3976.01659
}

***

{
  "formula": "C12H21F3N3O5S",
  "method": "ωB97M-V with the def2-TZVPD basis set",
  "symbols": ["N", "C", "C", "C", "N", "C", "C", "C", "C", "S", "O", "O", "O", "C", "N", "H", "H", "H", "H", "H", "H", "H", "H", "H", "H", "H", "H", "H", "H", "H", "H", "C", "C", "O", "C", "O", "C", "F", "F", "F", "H", "H", "H", "H", "H"],
  "coordinates": [[4.762, -0.788, 1.926], [3.441, -1.435, 1.745], [2.271, -0.425, 1.511], [1.595, 0.099, 2.668], [0.607, 0.908, 2.043], [-0.343, 1.595, 2.959], [-1.801, 1.463, 2.377], [-2.580, 0.158, 2.797], [-1.761, -1.182, 2.675], [-1.612, -1.782, 0.928], [-2.059, -0.760, -0.007], [-0.223, -2.168, 0.706], [-2.586, -3.104, 0.731], [0.683, 0.926, 0.696], [1.733, 0.088, 0.341], [4.891, -0.662, 2.936], [5.464, -1.498, 1.679], [3.168, -2.020, 2.668], [3.480, -2.135, 0.864], [1.743, -0.067, 3.750], [-0.339, 1.133, 3.982], [-0.046, 2.671, 3.120], [-1.865, 1.581, 1.264], [-2.390, 2.329, 2.802], [-2.975, 0.215, 3.842], [-3.447, 0.065, 2.081], [-0.772, -1.187, 3.197], [-2.377, -1.977, 3.193], [-2.441, -3.681, 1.513], [0.016, 1.523, 0.042], [2.045, -0.137, -0.601], [-1.540, -0.887, -3.609], [-1.826, 0.364, -4.413], [-0.808, 1.354, -4.181], [0.327, 1.207, -4.876], [0.542, 0.322, -5.653], [1.289, 2.352, -4.563], [1.368, 2.607, -3.237], [0.904, 3.496, -5.153], [2.535, 2.100, -4.979], [-1.424, -0.643, -2.551], [-2.349, -1.610, -3.719], [-0.610, -1.359, -3.931], [-2.770, 0.803, -4.088], [-1.921, 0.147, -5.478]],
  "e_lumo_ev": -2.8,
  "orbital_gap_ev": 10.251,
  "total_charge": 1,
  "energy_ha": -1707.85206
}

***

{
  "formula": "C12H21N2OS",
  "method": "ωB97M-V with the def2-TZVPD basis set",
  "symbols": ["C", "C", "C", "C", "N", "C", "C", "C", "O", "C", "C", "S", "C", "C", "C", "N", "H", "H", "H", "H", "H", "H", "H", "H", "H", "H", "H", "H", "H", "H", "H", "H", "H", "H", "H", "H", "H"],
  "coordinates": [[-0.103, 2.791, 3.914], [0.138, 2.423, 2.662], [0.217, 2.019, 1.083], [-0.545, 0.561, 1.002], [-0.562, 0.035, -0.431], [-1.397, 0.858, -1.369], [-3.040, 0.287, -1.247], [-3.941, 1.036, -0.023], [-3.381, -0.471, 0.036], [0.917, -0.029, -0.831], [1.186, -0.875, -2.180], [2.246, -2.395, -1.811], [1.528, -3.347, -0.379], [2.369, -3.054, 0.997], [1.612, 1.439, -0.803], [1.646, 1.954, 0.621], [-0.638, 2.801, 4.946], [-0.364, 2.847, 0.520], [0.069, -0.160, 1.683], [-1.592, 0.738, 1.438], [-0.908, -0.953, -0.446], [-1.546, 1.952, -1.058], [-1.116, 0.771, -2.478], [-3.618, 0.010, -2.281], [-5.041, 1.113, -0.331], [-3.371, 1.718, 0.702], [1.421, -0.627, 0.037], [0.235, -1.227, -2.724], [1.818, -0.250, -2.937], [0.398, -3.162, -0.271], [1.697, -4.481, -0.600], [1.618, -3.209, 1.867], [2.836, -1.992, 1.016], [3.221, -3.831, 1.143], [2.726, 1.308, -1.123], [1.110, 2.169, -1.536], [2.150, 1.234, 1.193]],
  "e_lumo_ev": -2.7,
  "smiles": "C#C[C@@H]1C[N@@H+](C[C@@H]2CO2)[C@@H](CSCC)CN1",
  "e_above_lowest_kj_mol": 233.6,
  "orbital_gap_ev": 9.256,
  "total_charge": 1,
  "energy_ha": -1052.20782
}

***

Number 2 is which compound? C12H21Br2ClN3O4Pd